Formula: C10H22N
Source: OMol25
Level of theory: ωB97M-V/def2-TZVPD

Positions of all 33 atoms, in Å:
C1 2.102 0.326 -1.404
C2 0.738 0.034 -0.738
C3 -0.827 -2.041 0.950
C4 1.747 -2.356 1.377
C5 1.460 0.899 1.450
C6 -2.255 1.529 0.245
C7 -0.257 1.399 -1.117
C8 -2.482 0.850 -2.164
C9 0.522 -1.455 1.465
C10 0.970 -0.187 0.681
N1 -1.642 1.224 -1.024
H1 1.879 0.431 -2.405
H2 2.775 -0.399 -1.066
H3 0.278 -0.815 -1.243
H4 -0.531 -2.874 0.261
H5 -1.448 -2.292 1.753
H6 -1.500 -1.291 0.659
H7 1.758 -3.101 0.594
H8 2.649 -1.810 1.424
H9 1.711 -2.816 2.415
H10 0.502 1.574 1.405
H11 2.421 1.444 1.273
H12 1.447 0.702 2.514
H13 -1.546 2.108 0.797
H14 -3.156 2.103 0.133
H15 -2.473 0.442 0.792
H16 2.565 1.263 -1.123
H17 -0.052 1.482 -2.279
H18 0.091 2.344 -0.598
H19 -3.607 0.902 -2.170
H20 -2.218 1.629 -2.962
H21 -2.014 -0.177 -2.445
H22 0.395 -1.073 2.547

## Properties
- Max |F|: 0.068 Eh/bohr
- Total charge: +1
- Kohn-Sham gap: 6.80 eV
- Total energy: -12206.23587 eV
- Energy relative to the best compared isomer or geometry (same formula, charge and spin): 239.67 kJ/mol